14 unconnected molecules or ions with the total composition C72H186N14O22 at a distorted geometry, computed with ωB97M-V/def2-TZVPD.

Element x y z (Å)
C  -17.137  -5.394  0.533
O  -15.742  -5.185  0.095
C  -14.978  -4.725  1.207
C  -13.488  -4.908  0.946
N  -12.690  -4.612  2.131
C  -11.292  -5.069  2.215
C  -10.320  -4.491  1.149
O  -9.697  -3.222  1.447
C  -8.923  -2.739  0.379
H  -17.315  -6.392  0.933
H  -17.778  -5.506  -0.342
H  -17.528  -4.554  1.107
H  -15.162  -5.304  2.113
H  -15.228  -3.708  1.509
H  -13.099  -4.198  0.216
H  -13.312  -5.912  0.561
H  -12.715  -3.617  2.300
H  -11.219  -6.152  2.113
H  -10.874  -4.875  3.203
H  -10.761  -4.557  0.154
H  -9.465  -5.167  1.167
H  -8.023  -3.331  0.209
H  -8.430  -1.801  0.634
H  -9.494  -2.675  -0.547
C  -2.732  1.750  3.212
O  -2.658  1.083  1.907
C  -1.319  0.930  1.459
C  -1.205  -0.120  0.267
N  0.182  -0.270  -0.243
C  0.135  -1.237  -1.383
C  1.544  -1.674  -1.791
O  2.176  -0.674  -2.576
C  3.400  -1.219  -3.069
H  -2.493  2.802  3.054
H  -2.049  1.298  3.931
H  -3.749  1.775  3.605
H  -0.640  0.622  2.255
H  -0.998  1.899  1.078
H  -1.971  0.063  -0.486
H  -1.502  -1.079  0.692
H  0.524  0.613  -0.594
H  -0.326  -0.784  -2.261
H  -0.450  -2.070  -0.995
H  1.565  -2.635  -2.305
H  2.097  -1.875  -0.873
H  3.341  -2.226  -3.480
H  4.171  -1.222  -2.298
H  3.766  -0.550  -3.848
C  6.779  6.314  -9.413
O  6.554  5.509  -8.245
C  5.488  5.909  -7.356
C  4.077  5.675  -7.975
N  3.890  4.367  -8.555
C  3.636  3.325  -7.568
C  3.662  2.012  -8.349
O  4.974  1.667  -8.738
C  5.052  0.467  -9.545
H  7.786  6.045  -9.734
H  6.771  7.400  -9.328
H  6.100  5.937  -10.178
H  5.457  6.918  -6.945
H  5.493  5.354  -6.418
H  4.037  6.324  -8.849
H  3.185  6.004  -7.441
H  4.622  4.027  -9.163
H  2.657  3.382  -7.093
H  4.296  3.236  -6.705
H  3.064  2.097  -9.257
H  3.253  1.187  -7.766
H  4.708  0.573  -10.574
H  4.562  -0.318  -8.969
H  6.088  0.137  -9.473
C  1.685  -7.531  -3.580
O  2.171  -8.176  -2.442
C  1.432  -7.834  -1.269
C  2.000  -8.454  -0.021
N  3.101  -7.708  0.603
C  4.237  -7.515  -0.316
C  5.242  -6.523  0.294
O  4.800  -5.178  0.307
C  5.609  -4.245  0.991
H  2.459  -7.668  -4.335
H  1.538  -6.451  -3.605
H  0.762  -7.986  -3.941
H  0.439  -8.253  -1.436
H  1.450  -6.750  -1.156
H  2.315  -9.482  -0.202
H  1.161  -8.452  0.675
H  2.727  -6.799  0.837
H  3.930  -7.021  -1.238
H  4.676  -8.471  -0.604
H  6.205  -6.558  -0.215
H  5.445  -6.934  1.284
H  5.480  -4.561  2.026
H  5.229  -3.230  0.874
H  6.647  -4.372  0.685
C  -10.605  7.020  5.705
O  -10.848  8.008  6.711
C  -11.116  7.461  8.015
C  -11.315  8.641  8.972
N  -12.435  9.468  8.632
C  -12.984  10.275  9.742
C  -14.282  11.093  9.256
O  -13.910  12.343  8.714
C  -15.031  13.176  8.502
H  -10.462  7.416  4.699
H  -11.309  6.190  5.640
H  -9.635  6.551  5.871
H  -10.344  6.775  8.363
H  -12.064  6.923  8.014
H  -10.382  9.203  9.005
H  -11.557  8.260  9.964
H  -12.300  9.999  7.784
H  -12.210  10.915  10.167
H  -13.331  9.668  10.578
H  -14.938  11.262  10.109
H  -14.869  10.461  8.590
H  -14.710  14.053  7.941
H  -15.592  13.353  9.420
H  -15.839  12.804  7.871
C  -5.255  -6.192  -4.193
O  -5.134  -4.786  -3.978
C  -4.670  -4.116  -5.116
C  -4.634  -2.576  -4.787
N  -4.352  -1.771  -5.983
C  -4.252  -0.327  -5.676
C  -3.780  0.441  -6.922
O  -4.041  1.823  -6.737
C  -3.675  2.625  -7.804
H  -5.845  -6.590  -3.368
H  -4.221  -6.526  -4.118
H  -5.677  -6.389  -5.179
H  -5.219  -4.247  -6.048
H  -3.638  -4.436  -5.260
H  -4.095  -2.264  -3.892
H  -5.656  -2.285  -4.542
H  -5.134  -1.858  -6.616
H  -3.580  -0.221  -4.824
H  -5.234  0.065  -5.410
H  -4.177  0.147  -7.894
H  -2.697  0.360  -7.010
H  -4.119  2.283  -8.738
H  -2.589  2.666  -7.894
H  -4.079  3.621  -7.624
C  -10.363  9.011  15.757
O  -10.140  7.947  14.891
C  -8.996  8.053  14.147
C  -8.527  6.603  13.793
N  -7.643  6.551  12.693
C  -7.099  5.226  12.477
C  -5.977  5.283  11.370
O  -5.014  6.219  11.932
C  -3.652  5.908  11.459
H  -10.762  9.783  15.098
H  -9.464  9.248  16.326
H  -11.151  8.833  16.489
H  -8.228  8.685  14.593
H  -9.317  8.602  13.262
H  -9.408  5.970  13.693
H  -7.962  6.165  14.617
H  -6.886  7.188  12.899
H  -7.857  4.494  12.203
H  -6.644  4.832  13.386
H  -6.363  5.676  10.429
H  -5.559  4.287  11.222
H  -2.985  6.758  11.608
H  -3.640  5.536  10.434
H  -3.134  5.089  11.956
C  11.177  -4.716  -3.370
O  12.481  -4.959  -3.922
C  12.941  -6.239  -3.885
C  14.440  -6.236  -4.354
N  15.304  -5.395  -3.487
C  15.770  -6.102  -2.309
C  16.213  -5.001  -1.366
O  15.197  -4.444  -0.576
C  14.244  -3.522  -1.103
H  10.421  -5.455  -3.635
H  10.783  -3.740  -3.654
H  11.139  -4.904  -2.297
H  12.323  -6.753  -4.621
H  12.974  -6.684  -2.891
H  14.502  -5.641  -5.266
H  14.921  -7.181  -4.605
H  14.826  -4.603  -3.083
H  16.591  -6.746  -2.625
H  14.971  -6.602  -1.760
H  16.844  -4.268  -1.868
H  16.902  -5.559  -0.732
H  13.477  -4.132  -1.581
H  14.693  -2.911  -1.886
H  13.816  -3.036  -0.227
C  11.960  2.028  -7.773
C  10.678  1.245  -7.968
C  10.805  -0.271  -7.714
O  11.384  -0.794  -8.900
C  11.762  -2.160  -8.831
N  9.725  1.840  -7.070
H  12.314  1.957  -6.744
H  11.810  3.106  -7.708
H  12.758  1.768  -8.468
H  10.329  1.360  -8.994
H  9.822  -0.705  -7.526
H  11.426  -0.382  -6.825
H  12.199  -2.501  -9.770
H  11.008  -2.920  -8.624
H  12.570  -2.296  -8.113
H  9.357  2.701  -7.449
H  8.930  1.218  -7.114
C  -12.496  -0.068  7.506
C  -11.923  0.391  6.137
C  -10.607  -0.257  5.676
O  -9.543  -0.062  6.669
C  -8.309  -0.725  6.278
N  -12.947  0.048  5.154
H  -11.892  0.321  8.326
H  -12.503  -1.158  7.520
H  -13.513  0.312  7.606
H  -11.853  1.468  6.290
H  -10.286  0.266  4.775
H  -10.797  -1.310  5.470
H  -8.456  -1.759  6.591
H  -7.411  -0.486  6.848
H  -8.212  -0.696  5.193
H  -12.743  0.454  4.253
H  -13.798  0.460  5.510
C  6.440  -6.814  -8.864
C  5.286  -7.822  -8.929
C  4.148  -7.230  -9.851
O  3.623  -6.026  -9.311
C  2.638  -5.446  -10.147
N  5.877  -8.990  -9.604
H  6.067  -5.937  -8.336
H  6.723  -6.431  -9.844
H  7.325  -7.148  -8.322
H  4.948  -8.118  -7.935
H  3.321  -7.909  -10.057
H  4.547  -7.081  -10.854
H  1.850  -6.117  -10.486
H  3.036  -4.914  -11.011
H  2.088  -4.648  -9.648
H  5.251  -9.771  -9.469
H  6.615  -9.289  -8.983
C  10.830  3.823  -0.945
C  11.102  2.375  -0.576
C  10.984  1.915  0.857
O  12.158  2.172  1.608
C  11.990  1.953  3.017
N  10.157  1.627  -1.413
H  11.079  3.915  -2.002
H  11.511  4.453  -0.373
H  9.802  4.163  -0.813
H  12.070  2.049  -0.956
H  10.820  0.837  0.866
H  10.082  2.389  1.243
H  11.324  2.744  3.361
H  12.964  1.948  3.505
H  11.631  0.970  3.322
H  10.228  1.806  -2.405
H  9.236  1.989  -1.212
C  2.342  -4.497  5.304
C  1.671  -3.341  4.707
C  2.326  -1.996  5.203
O  2.043  -1.809  6.647
C  2.215  -0.475  7.141
N  1.747  -3.426  3.265
H  3.278  -4.832  4.856
H  1.640  -5.326  5.219
H  2.461  -4.416  6.384
H  0.658  -3.445  5.095
H  1.872  -1.191  4.625
H  3.387  -1.948  4.960
H  1.471  0.178  6.686
H  3.203  -0.100  6.873
H  2.171  -0.529  8.229
H  1.461  -2.524  2.912
H  2.705  -3.420  2.943
C  4.473  5.285  0.364
C  3.718  4.164  -0.369
C  2.552  4.741  -1.214
O  1.651  3.748  -1.761
C  0.463  4.327  -2.299
N  4.610  3.471  -1.267
H  3.790  5.719  1.094
H  4.693  6.123  -0.298
H  5.390  4.844  0.755
H  3.289  3.473  0.357
H  2.899  5.272  -2.100
H  2.106  5.495  -0.565
H  -0.144  3.680  -2.932
H  0.743  5.126  -2.985
H  -0.184  4.724  -1.516
H  4.046  2.648  -1.419
H  4.528  4.052  -2.089

Atomic forces in eV per Å
C 0.685 -0.273 -1.649
O -1.607 0.051 1.219
C 0.530 -0.626 0.359
C 0.890 0.890 -0.463
N 0.211 -0.610 1.312
C -0.078 0.999 -0.961
C 1.232 -0.577 0.817
O -1.346 0.009 0.103
C 0.738 -0.134 0.074
H 0.612 0.166 1.060
H 0.327 0.652 -0.530
H 0.227 -0.218 0.330
H -0.313 -0.415 0.042
H -0.028 0.401 -0.386
H -0.591 -0.136 -0.934
H 0.054 -0.102 0.228
H 0.003 0.050 0.112
H -0.362 -0.091 -0.212
H -0.219 0.304 0.095
H -0.100 0.451 -0.167
H 0.072 -0.527 -0.351
H -0.096 -0.848 -0.217
H -0.817 0.415 0.214
H -0.016 0.184 -0.075
C 0.178 0.093 -1.509
O -0.173 -0.283 1.347
C 0.014 -0.324 -1.502
C 0.054 0.442 1.630
N -1.111 -0.398 -0.272
C 0.982 0.658 0.638
C -0.500 0.050 0.708
O 0.271 -1.168 -0.155
C 0.387 1.116 -0.096
H 0.419 0.142 0.141
H 0.005 -0.062 -0.010
H -0.046 -0.619 -0.331
H -0.011 -0.090 0.174
H 0.379 0.246 -0.005
H 0.049 0.514 -0.317
H 0.126 -0.189 0.095
H 0.030 0.270 -0.045
H -0.401 -0.132 -0.128
H 0.087 -0.222 -0.412
H -0.405 -0.057 -0.442
H 0.308 0.233 0.266
H -0.463 -0.094 0.007
H 0.003 -0.114 0.306
H -0.128 0.001 -0.070
C 0.159 -1.273 -0.004
O -0.683 1.245 1.363
C -1.648 -0.409 0.277
C 1.376 0.467 -2.278
N -1.001 -0.634 1.465
C -0.124 -1.245 -0.986
C -0.125 -0.538 0.119
O 0.660 -0.184 -0.750
C 0.465 0.422 1.944
H 0.019 -0.009 -0.012
H -0.451 -0.009 0.507
H -0.149 0.526 -0.289
H 0.831 0.655 -0.707
H 0.838 -0.737 -0.287
H 0.064 0.476 -0.143
H 0.328 -0.319 0.751
H 0.375 0.520 0.108
H -0.383 0.419 -0.352
H 0.718 0.217 -0.071
H -0.379 0.246 -0.041
H -0.186 -0.119 0.293
H -0.137 0.082 0.120
H -0.713 -0.220 -0.445
H 0.175 0.390 -0.562
C 0.511 -0.469 -1.362
O 0.203 0.593 0.680
C 0.257 -0.652 -0.907
C 0.337 0.357 0.334
N 0.158 -0.518 -0.527
C -0.364 1.883 0.004
C 0.717 -0.802 0.424
O -1.331 -0.234 -1.155
C -0.339 -1.540 0.662
H -0.111 -0.281 -0.218
H -0.034 0.296 1.032
H -0.229 -0.114 0.000
H -0.505 0.433 0.195
H -0.438 0.234 0.013
H -0.058 -0.073 -0.041
H 0.109 -0.251 0.293
H 0.135 0.291 0.166
H -0.217 -0.197 -0.373
H 0.197 0.045 0.332
H 0.125 -0.141 -0.416
H 0.010 0.452 0.641
H 0.616 0.555 0.557
H 0.043 -0.203 -0.339
H 0.192 0.388 0.017
C 0.988 -0.245 0.355
O -0.150 -0.770 -0.363
C -0.748 0.828 -0.285
C 0.301 -0.286 -0.123
N -1.313 0.048 0.260
C -1.121 0.635 -1.488
C 1.692 -0.675 1.146
O -0.514 -0.266 -0.494
C -0.352 0.053 -0.460
H -0.574 0.748 0.232
H -0.541 0.244 0.304
H 0.245 -0.210 0.430
H 0.362 0.107 -0.078
H -0.150 -0.261 -0.293
H 0.340 0.108 0.269
H 0.429 -0.275 0.116
H 0.065 0.144 0.141
H -0.126 0.614 0.021
H 0.068 -0.545 -0.233
H 0.033 0.106 0.421
H 0.195 0.016 -0.520
H 0.203 0.260 0.697
H 0.464 0.612 0.455
H 0.218 -1.000 -0.492
C 0.856 1.077 0.468
O -1.456 0.089 -0.238
C 1.645 1.953 1.129
C -1.917 -0.274 -0.848
N 1.194 0.357 0.163
C -0.395 -0.721 -1.011
C 1.036 0.852 0.593
O -0.891 -0.422 1.007
C -0.052 0.347 -0.236
H -0.030 -0.093 -0.265
H -0.051 -0.877 -0.247
H -0.138 -0.269 0.078
H -0.426 -0.341 0.083
H 0.266 -0.084 -0.548
H 0.742 -0.387 -0.379
H -0.514 -0.418 0.622
H -0.042 -0.284 -0.118
H 0.098 0.302 -0.194
H -0.149 0.264 0.317
H -0.522 -0.561 0.126
H 0.302 -0.442 -0.080
H 0.058 -0.207 -0.285
H 0.208 0.111 -0.230
H 0.191 0.032 0.108
C -0.609 0.486 -0.300
O -0.945 -1.650 1.988
C 0.343 -0.714 -1.747
C -0.348 0.775 1.441
N 0.067 0.104 -1.662
C 1.071 0.072 -1.237
C -0.744 0.806 2.064
O 1.775 -1.399 -1.227
C -0.673 -0.010 0.263
H 0.407 1.027 0.460
H 0.117 0.474 -0.181
H -0.039 -0.639 -0.160
H 0.292 -0.250 0.467
H 0.537 -0.085 -0.792
H -0.124 0.142 -0.413
H -0.302 0.090 1.011
H 0.328 -0.032 -0.293
H -0.317 0.246 -0.214
H 0.328 -0.131 0.302
H -0.038 0.016 -0.046
H 0.175 0.003 0.057
H -0.463 0.269 -0.267
H -0.282 0.672 -0.382
H -0.574 -0.271 0.848
C 0.114 -1.130 0.212
O -1.138 2.845 0.609
C 1.696 -1.646 -0.990
C -0.454 2.686 -0.345
N -0.289 -1.515 0.046
C -0.179 1.554 -0.440
C 1.157 -1.158 0.420
O 0.364 -0.003 0.808
C 0.361 -1.633 -0.241
H 0.073 -0.307 -1.061
H 0.545 -0.006 0.113
H 0.580 0.725 0.465
H 0.052 -1.094 0.283
H -0.693 -0.171 0.273
H -0.575 -0.357 -0.553
H -0.292 -0.187 0.580
H -0.631 0.113 -1.019
H -0.024 -0.281 0.462
H -0.010 -0.708 -0.043
H -0.264 0.362 -0.292
H -0.058 0.528 0.905
H -0.475 0.297 -0.121
H -0.032 0.644 0.327
H 0.165 0.458 -0.406
C 0.700 0.132 0.542
C 0.460 0.413 -0.391
C 0.375 1.198 -0.561
O -0.191 -0.874 0.145
C 0.960 -0.195 -0.011
N -1.176 -0.602 0.686
H 0.193 -0.982 0.171
H -0.411 0.191 -1.061
H -0.048 0.113 0.026
H 0.186 -0.171 -0.371
H -0.184 -0.173 -0.002
H 0.230 -0.477 0.065
H -0.115 0.592 -0.325
H -0.694 0.476 0.315
H -0.004 0.031 0.391
H 0.225 0.326 -0.040
H -0.543 0.015 0.450
C 0.970 -0.306 -0.696
C -0.456 -0.260 1.181
C 0.681 0.931 1.417
O 0.045 0.081 -0.681
C -1.794 -1.083 0.408
N 0.134 -0.042 0.024
H -0.003 -0.136 -0.012
H -0.158 -0.041 0.256
H -0.018 -0.034 0.040
H 0.648 0.319 -0.514
H 0.010 -0.193 -0.372
H 0.144 -0.161 0.041
H 0.016 -0.503 -0.457
H -0.318 1.147 -0.161
H 0.472 0.188 0.048
H -0.057 0.128 -0.153
H -0.314 -0.045 -0.392
C -0.920 1.064 0.670
C 0.446 0.630 -1.596
C 0.399 -0.301 0.492
O -0.287 0.042 -0.211
C -0.346 0.721 0.000
N -0.529 -0.543 0.344
H 0.100 0.149 0.170
H 0.033 -0.439 -0.151
H -0.082 -0.330 -0.092
H -0.380 0.479 0.114
H -0.163 -0.532 0.539
H 0.568 0.330 -0.064
H 0.220 -0.573 -0.019
H 0.518 -0.392 -0.326
H 0.281 -0.127 0.725
H -0.554 -0.286 -0.466
H 0.695 0.113 -0.118
C 1.486 0.451 0.744
C -0.300 -0.337 -1.937
C -0.110 -0.291 0.048
O -0.005 -0.074 0.404
C 0.208 0.245 -0.627
N -0.955 -1.256 0.500
H -0.014 0.242 0.020
H -0.094 0.494 -0.056
H -0.055 -0.272 0.256
H 0.369 0.373 0.228
H -0.209 -0.152 -0.175
H -0.096 0.206 0.685
H 0.066 -0.115 0.583
H 0.109 0.743 -0.255
H -0.665 -0.232 -0.597
H 0.668 0.135 -0.065
H -0.422 -0.173 0.220
C 0.126 -2.226 1.145
C 1.322 1.637 0.735
C -1.602 -0.160 1.232
O 0.504 -0.191 -1.462
C 0.401 -0.917 -0.797
N -0.514 0.657 -0.529
H 0.131 0.349 -0.107
H 0.187 -0.401 -0.252
H 0.246 0.383 -0.003
H -0.313 0.786 -0.482
H -0.281 0.358 0.105
H 0.317 -0.289 0.351
H -0.180 0.197 0.293
H 0.188 0.126 -0.038
H -0.336 0.102 -0.140
H -0.708 0.157 -0.409
H 0.506 -0.575 0.282
C -1.047 -0.214 -0.422
C -0.639 1.218 -0.498
C -0.412 -0.050 0.268
O -0.116 -0.041 0.822
C 0.492 0.603 -0.154
N -0.114 -0.619 0.436
H 0.382 -0.122 0.548
H 0.333 -0.148 -0.293
H -0.148 0.352 0.274
H 0.082 -0.083 0.097
H 0.619 0.357 0.037
H -0.981 -0.043 -0.055
H 0.456 -0.770 0.386
H 0.025 0.456 0.062
H 0.027 0.107 0.135
H 0.473 -0.610 -0.974
H 0.547 -0.452 -0.661

Values from the calculation:
Molar mass (g mol⁻¹): 1600.4
HOMO energy (eV): -8.372